A.
{"formula": "C7H10O3", "method": "wB97M-V/def2-TZVPD", "smiles": "O=C1CC[C@@H](C[C@H]2CO2)O1", "gap_ev": 10.759, "lumo_ev": 0.72, "total_charge": 0, "spin_multiplicity": 1, "elements": ["O", "C", "C", "C", "C", "C", "C", "C", "O", "O", "H", "H", "H", "H", "H", "H", "H", "H", "H", "H"], "positions_angstrom": [[3.1532, -1.8976, 1.3479], [2.2006, -1.0654, 0.9206], [2.0332, -0.3706, -0.5644], [1.2634, 1.0589, -0.2054], [0.4041, 0.5668, 1.1004], [-1.2330, 0.5325, 1.0561], [-1.7244, -0.7238, -0.1102], [-2.7572, -0.1416, -1.3786], [-1.1744, -0.5483, -1.5629], [1.0185, -0.6217, 1.7119], [3.0617, -0.2867, -1.1290], [1.4471, -1.1950, -1.1521], [0.5480, 1.4017, -1.0944], [1.9697, 2.0099, -0.1054], [0.6484, 1.4297, 1.8823], [-1.6537, 0.0982, 2.0628], [-1.7461, 1.5218, 0.6983], [-1.9454, -1.8750, 0.3368], [-3.0062, -0.8850, -2.2516], [-2.5075, 0.9911, -1.5631]], "mulliken_charge": [-0.567, 0.423, -0.408, -0.412, 0.194, -0.715, 0.052, -0.582, -0.358, -0.350, 0.329, 0.191, 0.205, 0.306, 0.215, 0.319, 0.323, 0.258, 0.345, 0.232]}

=====

B.
{"formula": "C7H10O3", "method": "wB97M-V/def2-TZVPD", "smiles": "C=C1C[C@](C)(CO)OC1=O", "gap_ev": 10.839, "lumo_ev": 0.68, "total_charge": 0, "spin_multiplicity": 1, "elements": ["C", "C", "C", "C", "C", "C", "C", "H", "H", "H", "H", "H", "H", "H", "H", "H", "H", "O", "O", "O"], "positions_angstrom": [[-0.9377, -1.2133, 1.5981], [-0.8492, -0.4095, 0.2719], [-2.1978, -0.1265, -0.2542], [0.0559, -1.0593, -0.7781], [1.4129, -0.5245, -0.4267], [2.6310, -0.9327, -0.7166], [1.1587, 0.8767, 0.2616], [-1.4081, -0.6780, 2.3287], [0.2743, -1.3891, 1.9011], [-1.3129, -2.0575, 1.5006], [-3.0600, 0.0117, 0.4037], [-2.4018, -0.8825, -0.9238], [-1.7927, 1.7782, -0.5358], [0.1333, -2.2672, -0.7131], [-0.4986, -0.8174, -1.7527], [3.6154, -0.3652, -0.3605], [2.6743, -1.8875, -1.3480], [-2.2556, 1.0141, -1.0990], [1.9033, 1.7180, 0.5283], [-0.1308, 0.8790, 0.5411]], "mulliken_charge": [-1.939, 1.716, -1.237, -0.563, 0.318, -0.818, 0.416, 0.503, 0.283, 0.596, 0.390, 0.434, 0.383, 0.292, 0.276, 0.255, 0.247, -0.541, -0.533, -0.477]}

=====

What is the least stable structure shown above? It is A.